Entry 1:
2 unconnected molecules or ions with the total composition C4H12N2 in a non-equilibrium geometry. Source: the OMol25 dataset; level of theory: wB97M-V/def2-TZVPD.

As for the energy above the lowest of the compared OMol25 structures with the same formula, charge and spin: 119.9 kJ/mol. The value obtained for the LUMO energy is 0.93 eV. For the electronic energy, the calculation gives -269.070682 Eh.

The geometry in ORCA input format:
```
! RIJCOSX wB97M-V def2-TZVPD def2/J DEFGRID3
* xyz 0 1
N -2.634 0.406 2.467
N -0.683 0.523 3.708
C -1.238 0.366 2.587
C 1.462 -0.129 -1.352
C 1.606 -1.390 -2.183
C 0.175 0.652 -1.620
H -0.728 0.033 -1.607
H -0.895 0.322 1.538
H -0.085 1.433 -0.900
H 0.220 0.972 -2.656
H 0.119 1.139 3.710
H 0.954 -2.167 -1.779
H 1.351 -1.193 -3.228
H 1.680 -0.320 -0.291
H -3.084 0.726 3.315
H 2.649 -1.711 -2.051
H 2.241 0.610 -1.554
H -3.111 -0.272 1.897
*
```



Entry 2:
C6H12O in the gas phase. Source: the OMol25 dataset; level of theory: wB97M-V/def2-TZVPD.

As for the energy above the lowest of the compared OMol25 structures with the same formula, charge and spin: 57.6 kJ/mol. The value obtained for the LUMO energy is 1.09 eV. For the electronic energy, the calculation gives -311.037334 Eh.

The geometry in ORCA input format:
```
! RIJCOSX wB97M-V def2-TZVPD def2/J DEFGRID3
* xyz 0 1
O 0.799 -1.251 -0.775
C 0.183 0.422 0.789
C -0.624 -1.275 -0.768
C 2.394 0.472 -0.461
C 1.348 -0.394 0.220
C -1.103 -0.330 0.363
C -2.241 0.704 0.125
H 3.183 -0.152 -0.890
H 1.808 -1.008 1.013
H 1.907 1.023 -1.276
H 0.252 0.515 1.877
H -1.433 -0.960 1.201
H -3.140 0.287 -0.341
H -2.557 1.108 1.103
H 2.823 1.188 0.246
H -1.911 1.583 -0.449
H -0.912 -2.313 -0.546
H -0.966 -1.052 -1.790
H 0.189 1.433 0.358
*
```



Entry 3:
C6H10O in the gas phase in a non-equilibrium geometry. Source: the OMol25 dataset; level of theory: wB97M-V/def2-TZVPD.

As for the energy above the lowest of the compared OMol25 structures with the same formula, charge and spin: 235.1 kJ/mol. The value obtained for the LUMO energy is 0.84 eV. For the electronic energy, the calculation gives -309.752810 Eh.

The geometry in ORCA input format:
```
! RIJCOSX wB97M-V def2-TZVPD def2/J DEFGRID3
* xyz 0 1
O -1.779 -2.064 -0.446
C 2.005 0.215 -0.263
C 0.723 -0.564 -0.038
C -1.820 -0.879 0.147
C -2.873 -0.519 0.948
C 1.858 1.759 -0.643
C -0.475 -0.066 0.017
H -2.990 0.411 1.622
H 2.667 -0.295 -0.949
H 2.355 2.283 -1.504
H 0.863 -1.644 0.173
H -2.171 -2.779 0.050
H 0.825 1.810 -0.848
H -3.665 -1.346 0.946
H -0.626 0.964 0.084
H 2.441 2.406 0.104
H 2.661 0.307 0.601
*
```



What is the electronic energy in the first record? -269.070682 Eh